ORCA calculation (ωB97M-V/def2-TZVPD) on a molecular structure, C19H45CuN6O7 in a non-equilibrium geometry.

Last column: Mulliken charge in e.
Positions of all 78 atoms, in Å:
1 Cu 2.153 -21.494 -0.223  1.028
2 C -1.624 -23.082 -4.325  -1.351
3 C -0.101 -23.116 -4.279  0.760
4 C 0.538 -22.267 -5.371  -1.208
5 O 0.338 -22.666 -3.033  -0.366
6 H -2.061 -23.458 -5.250  0.378
7 H -1.879 -22.028 -4.433  0.329
8 H -2.133 -23.424 -3.423  0.343
9 H 0.037 -24.165 -4.543  0.147
10 H 1.611 -22.135 -5.230  0.292
11 H 0.120 -21.265 -5.472  0.266
12 H 0.423 -22.653 -6.384  0.404
13 C 3.646 -18.062 3.449  -0.964
14 C 4.356 -19.380 3.262  0.505
15 O 4.009 -20.180 2.396  -0.560
16 N 5.229 -19.777 4.259  -0.212
17 C 5.738 -21.245 4.305  -0.708
18 H 4.149 -17.334 2.812  0.280
19 H 3.439 -17.756 4.475  0.365
20 H 2.661 -18.135 2.989  0.226
21 H 5.299 -19.202 5.086  0.256
22 H 6.256 -21.472 3.373  0.220
23 H 4.869 -21.902 4.341  0.251
24 H 6.364 -21.388 5.186  0.321
25 C -0.558 -26.118 1.165  -0.942
26 C 0.973 -26.007 1.345  0.475
27 O 1.519 -24.920 1.058  -0.598
28 N 1.625 -27.090 1.887  -0.141
29 C 1.125 -28.421 1.858  -0.960
30 H -0.980 -26.853 1.850  0.416
31 H -0.737 -26.223 0.095  0.249
32 H -1.003 -25.149 1.388  0.232
33 H 2.618 -26.939 1.994  0.275
34 H 1.935 -28.976 1.384  0.326
35 H 0.189 -28.677 1.362  0.356
36 H 1.053 -28.887 2.840  0.297
37 C 5.326 -17.043 -2.148  -1.168
38 C 5.226 -18.456 -2.668  0.696
39 O 4.338 -19.190 -2.250  -0.590
40 N 6.125 -18.842 -3.608  -0.149
41 C 6.043 -20.075 -4.363  -0.843
42 H 4.467 -16.689 -1.578  0.268
43 H 5.428 -16.348 -2.982  0.375
44 H 6.216 -17.001 -1.520  0.304
45 H 6.790 -18.136 -3.890  0.213
46 H 6.195 -19.954 -5.436  0.328
47 H 5.112 -20.639 -4.313  0.268
48 H 6.880 -20.683 -4.020  0.297
49 C -0.859 -20.960 4.437  -0.967
50 C -1.395 -20.724 3.048  0.536
51 O -0.592 -21.050 2.162  -0.592
52 N -2.656 -20.300 2.839  -0.155
53 C -3.162 -20.124 1.483  -0.731
54 H -0.347 -21.922 4.455  0.253
55 H -1.588 -21.065 5.240  0.371
56 H -0.119 -20.195 4.672  0.246
57 H -3.092 -19.904 3.659  0.258
58 H -4.160 -19.706 1.612  0.333
59 H -3.249 -21.018 0.865  0.248
60 H -2.551 -19.490 0.840  0.190
61 O 0.487 -18.073 -0.793  -0.620
62 C -0.154 -17.465 -1.636  0.695
63 N -0.086 -17.722 -2.938  -0.341
64 C -1.014 -16.186 -1.273  -0.956
65 H -0.472 -17.143 -3.670  0.186
66 H 0.311 -18.582 -3.291  0.193
67 H -1.543 -15.705 -2.095  0.332
68 H -0.380 -15.468 -0.752  0.273
69 H -1.755 -16.326 -0.486  0.250
70 O 4.996 -23.301 -0.930  -0.618
71 C 5.500 -24.264 -1.477  0.766
72 N 4.739 -24.965 -2.260  -0.352
73 C 6.876 -24.718 -1.141  -1.047
74 H 3.780 -24.694 -2.426  0.181
75 H 5.112 -25.721 -2.816  0.177
76 H 6.842 -25.802 -1.028  0.346
77 H 7.154 -24.117 -0.275  0.252
78 H 7.554 -24.453 -1.951  0.310

Its multiplicity is 2. The relative energy (zero: lowest compared OMol25 entry of this formula, charge and spin) is 549.8 kJ/mol. The value obtained for the frontier orbital gap (spin up / spin down) is 7.8 / 7.4 eV. For the total energy, the calculation gives -88337.498 eV. As for the charge: +1. The LUMO energy (spin up / spin down) comes out at -3.486 / -3.915 eV.

***

ORCA calculation (ωB97M-V/def2-TZVPD) on a molecular structure, C19H45N6O7V in a non-equilibrium geometry.

Last column: Mulliken charge in e.
Positions of all 78 atoms, in Å:
1 V -5.867 30.870 11.783  1.156
2 C -8.182 28.705 10.408  0.103
3 O -7.083 29.180 11.087  -0.382
4 H -9.145 29.214 10.611  -0.429
5 H -8.148 28.718 9.310  -0.038
6 H -8.401 27.688 10.759  0.401
7 C -12.364 28.451 12.376  0.633
8 O -12.778 28.104 13.475  -0.670
9 N -12.743 27.842 11.252  0.077
10 C -12.427 28.457 9.964  -0.330
11 C -13.715 26.738 11.240  -0.958
12 H -11.714 29.305 12.135  -0.047
13 H -11.452 28.929 10.089  -0.247
14 H -13.130 29.232 9.645  0.301
15 H -12.403 27.762 9.126  0.321
16 H -13.905 26.426 12.261  0.343
17 H -14.601 27.139 10.749  0.341
18 H -13.303 25.902 10.676  0.294
19 C -9.073 33.387 6.579  -0.063
20 O -9.948 34.166 6.914  -0.543
21 N -9.087 32.076 6.896  0.222
22 C -7.790 31.368 6.974  -0.968
23 C -10.331 31.462 7.343  -0.434
24 H -8.182 33.699 6.016  0.417
25 H -7.033 32.144 7.040  0.392
26 H -7.612 30.955 5.974  0.381
27 H -7.795 30.525 7.658  0.155
28 H -10.330 31.635 8.427  0.063
29 H -11.268 31.892 7.002  0.335
30 H -10.336 30.388 7.170  0.095
31 C -6.716 29.539 14.664  0.113
32 O -6.740 30.316 13.703  -0.637
33 N -7.808 28.923 15.101  0.223
34 C -7.705 27.936 16.136  -0.885
35 C -9.097 29.221 14.513  -0.822
36 H -5.800 29.292 15.204  0.367
37 H -8.358 28.045 17.012  0.346
38 H -6.720 27.820 16.583  0.286
39 H -8.084 26.943 15.868  0.360
40 H -9.054 28.659 13.574  0.277
41 H -9.971 29.041 15.130  0.393
42 H -9.182 30.259 14.190  0.072
43 C -3.553 24.714 8.916  0.179
44 O -3.137 23.654 8.526  -0.534
45 N -4.746 25.318 8.671  0.189
46 C -5.232 26.464 9.389  -0.954
47 C -5.772 24.651 7.872  -1.099
48 H -2.907 25.455 9.436  0.254
49 H -4.427 26.802 10.051  0.264
50 H -6.029 26.244 10.103  0.351
51 H -5.507 27.291 8.734  0.290
52 H -6.636 24.497 8.524  0.321
53 H -5.983 25.107 6.907  0.363
54 H -5.502 23.615 7.659  0.337
55 C -8.391 32.800 10.470  -0.143
56 O -7.361 32.265 10.904  -0.502
57 N -9.548 32.783 11.101  0.274
58 C -10.737 33.390 10.519  -1.013
59 C -9.765 32.021 12.324  -0.781
60 H -8.437 33.487 9.620  0.393
61 H -10.524 33.959 9.616  0.347
62 H -11.236 34.089 11.201  0.364
63 H -11.534 32.645 10.475  0.354
64 H -9.490 30.980 12.159  -0.099
65 H -9.320 32.511 13.190  0.403
66 H -10.819 32.017 12.610  0.446
67 C -8.954 25.161 5.922  0.156
68 O -8.394 24.530 5.052  -0.590
69 N -9.459 26.403 5.731  0.105
70 C -10.001 27.186 6.845  -0.965
71 C -9.452 27.115 4.471  -0.969
72 H -9.101 24.789 6.947  0.314
73 H -10.265 26.643 7.748  0.260
74 H -10.783 27.835 6.450  0.333
75 H -9.219 27.904 7.129  0.373
76 H -8.769 27.969 4.482  0.291
77 H -8.974 26.490 3.714  0.350
78 H -10.460 27.363 4.146  0.322

Its multiplicity is 4. The relative energy (zero: lowest compared OMol25 entry of this formula, charge and spin) is 0.0 kJ/mol. The value obtained for the frontier orbital gap (spin up / spin down) is 6.8 / 6.9 eV. For the total energy, the calculation gives -69384.793 eV. As for the charge: +1. The LUMO energy (spin up / spin down) comes out at -4.248 / -4.223 eV.

***

ORCA calculation (ωB97M-V/def2-TZVPD) on 10 unconnected molecules or ions with the total composition C19H46BF25N5O7P3 in a non-equilibrium geometry.

Last column: Mulliken charge in e.
Positions of all 106 atoms, in Å:
1 C -2.468 -5.594 -4.357  -0.978
2 C -3.958 -5.789 -4.485  0.482
3 O -4.732 -4.973 -4.007  -0.414
4 N -4.562 -6.968 -5.296  -0.144
5 H -3.898 -7.730 -5.318  0.385
6 H -5.352 -7.288 -4.753  0.380
7 C -4.973 -6.676 -6.747  -0.768
8 H -2.069 -6.304 -3.633  0.324
9 H -2.156 -4.600 -4.034  0.356
10 H -1.987 -5.661 -5.332  0.344
11 H -5.354 -7.540 -7.292  0.346
12 H -4.202 -6.125 -7.285  0.323
13 H -5.842 -6.033 -6.605  0.364
14 C -3.495 4.116 -0.420  -0.994
15 C -2.339 5.032 -0.189  0.477
16 O -2.491 6.260 -0.233  -0.449
17 N -1.005 4.496 0.233  -0.072
18 H -0.583 5.027 0.981  0.390
19 H -1.086 3.574 0.636  0.327
20 C -0.065 4.344 -0.981  -0.776
21 H -3.186 3.213 -0.947  0.348
22 H -4.344 4.535 -0.961  0.345
23 H -4.000 3.794 0.491  0.334
24 H 0.508 5.264 -1.093  0.345
25 H -0.568 4.270 -1.945  0.301
26 H 0.578 3.506 -0.710  0.415
27 C -4.843 -3.608 2.645  -1.063
28 C -5.033 -3.352 4.193  0.584
29 O -5.910 -3.887 4.879  -0.436
30 N -3.885 -2.506 4.784  -0.019
31 H -3.329 -2.936 5.510  0.399
32 H -3.179 -2.376 4.073  0.216
33 C -4.520 -1.218 5.218  -0.855
34 H -4.720 -2.705 2.047  0.373
35 H -5.750 -4.147 2.371  0.335
36 H -4.027 -4.264 2.343  0.363
37 H -4.948 -0.725 4.346  0.340
38 H -3.769 -0.507 5.562  0.405
39 H -5.269 -1.254 6.009  0.350
40 C 3.691 1.311 6.596  -0.964
41 C 2.897 2.485 7.150  0.408
42 O 2.372 3.344 6.458  -0.411
43 N 2.823 2.551 8.678  -0.147
44 H 3.701 2.202 9.034  0.372
45 H 2.884 3.487 9.052  0.394
46 C 1.574 1.859 9.268  -0.834
47 H 3.317 1.091 5.596  0.355
48 H 3.726 0.400 7.193  0.389
49 H 4.668 1.744 6.383  0.342
50 H 1.440 2.236 10.282  0.367
51 H 1.728 0.783 9.352  0.351
52 H 0.645 2.191 8.805  0.379
53 C 3.805 -0.952 -4.178  -0.897
54 C 3.708 -2.179 -5.099  0.548
55 O 3.240 -3.256 -4.834  -0.457
56 N 4.437 -2.021 -6.431  -0.176
57 H 4.374 -1.040 -6.665  0.332
58 H 5.428 -2.168 -6.307  0.370
59 C 3.818 -2.799 -7.648  -0.767
60 H 4.337 -0.082 -4.564  0.355
61 H 4.276 -1.223 -3.233  0.375
62 H 2.737 -0.755 -4.086  0.271
63 H 4.464 -2.565 -8.494  0.365
64 H 2.864 -2.361 -7.944  0.303
65 H 3.885 -3.852 -7.375  0.342
66 C 2.633 2.486 -8.342  -0.092
67 O 1.812 1.554 -7.664  -0.143
68 O 3.929 2.101 -7.957  -0.846
69 C 2.103 2.639 -9.876  0.701
70 F 3.086 3.128 -10.650  -0.290
71 F 1.888 1.468 -10.483  -0.283
72 F 1.046 3.525 -10.094  -0.271
73 C 0.413 1.963 -7.520  -0.184
74 C -0.376 1.039 -6.650  -1.219
75 H -0.175 1.129 -5.582  0.254
76 H -1.434 1.272 -6.763  0.364
77 H -0.165 0.000 -6.905  0.278
78 H -0.029 2.057 -8.512  0.311
79 H 0.277 2.927 -7.031  0.260
80 H 2.474 3.504 -7.987  0.196
81 P 6.973 3.322 0.518  1.148
82 F 6.481 4.297 1.720  -0.349
83 F 5.956 2.174 1.011  -0.349
84 F 5.991 3.983 -0.661  -0.372
85 F 7.438 2.212 -0.569  -0.371
86 F 8.110 4.351 0.081  -0.340
87 F 8.108 2.597 1.439  -0.369
88 P 1.053 -4.822 8.144  1.150
89 F 2.286 -4.142 9.024  -0.370
90 F 1.636 -4.258 6.747  -0.338
91 F 1.921 -6.205 8.012  -0.360
92 F -0.153 -5.583 7.298  -0.389
93 F 0.389 -5.324 9.499  -0.339
94 F 0.122 -3.520 8.253  -0.354
95 P -3.617 5.757 6.783  1.155
96 F -2.674 4.895 5.798  -0.353
97 F -4.133 4.418 7.509  -0.354
98 F -2.522 5.849 7.913  -0.342
99 F -4.555 6.676 7.769  -0.376
100 F -3.022 7.155 6.155  -0.365
101 F -4.842 5.694 5.688  -0.367
102 B -0.503 -0.698 1.438  0.604
103 F -1.133 -0.855 0.242  -0.399
104 F 0.800 -0.308 1.262  -0.377
105 F -1.102 0.342 2.136  -0.421
106 F -0.519 -1.896 2.121  -0.394

The value obtained for the frontier orbital gap is 2.8 eV. For the total energy, the calculation gives -138721.174 eV. The LUMO energy comes out at -3.565 eV.